# 1
C24H40BrF5O7P | ωB97M-V/def2-TZVPD

Output
highest occupied orbital energy: -0.193 hartree
electronic energy: -132789.9242 eV

ORCA input file:
```
! RIJCOSX wB97M-V def2-TZVPD def2/J DEFGRID3
* xyz -1 1
C 5.06663 0.16778 -2.50148
C 4.26574 -1.12586 -2.62441
O 3.00316 -0.93445 -3.21635
C 2.05412 -0.31214 -2.38296
O 1.51649 0.80824 -2.99022
P -0.19382 0.99082 -2.78553
Br -0.44344 -0.26646 -4.91415
C 0.13080 2.03367 -1.22587
C 1.04128 3.20464 -1.50157
C 2.36350 3.29535 -0.87639
O 1.26707 4.10191 -0.39151
C -2.12788 1.22529 -2.58501
F -2.83452 0.86879 -3.70431
F -2.29565 2.60716 -2.51782
C -2.89895 0.60520 -1.41330
C -2.33951 0.28441 -0.18142
C -3.11345 -0.24953 0.83007
C -4.45673 -0.46572 0.64428
C -5.02379 -0.13583 -0.57623
C -6.49468 -0.32742 -0.76478
F -6.86198 -0.40117 -2.07006
F -7.21902 0.68446 -0.21320
F -6.94380 -1.47361 -0.17445
C -4.25275 0.38820 -1.59393
O -0.25385 -0.49173 -1.96699
C 0.89400 -1.26306 -2.09355
C 1.10212 -2.10677 -0.84615
C -0.09248 -3.06094 -0.64195
C 0.22626 -4.55967 -0.62532
O -0.66217 -5.30596 -1.45946
H 4.90956 0.66995 -1.54648
H 6.13715 -0.02318 -2.59534
H 4.77759 0.85837 -3.29275
H 4.80167 -1.84036 -3.24874
H 4.16849 -1.59620 -1.63784
H 2.55282 0.00124 -1.44908
H -0.16220 2.11670 -3.63512
H 0.62785 1.42240 -0.47071
H -0.78191 2.47336 -0.83133
H 0.94867 3.67200 -2.48170
H 2.66369 2.51213 -0.19062
H 3.11596 3.87308 -1.40068
H -1.29355 0.43013 -0.00252
H -2.65390 -0.50247 1.77559
H -5.06982 -0.87892 1.43302
H -4.71241 0.62911 -2.54046
H 0.87044 -1.94225 -2.95636
H 2.03546 -2.66754 -0.96062
H 1.23492 -1.44580 0.01305
H -0.63709 -2.76480 0.25562
H -0.76783 -2.91118 -1.48567
H 1.21842 -4.72464 -1.04314
H 0.17912 -4.96283 0.38867
H -1.54268 -5.24422 -1.08017
C 1.90204 -3.24477 4.74865
C 0.94804 -2.91246 3.61094
C 0.17245 -4.13239 3.14556
O 1.65437 -2.34357 2.51258
H 2.63296 -3.98956 4.42067
H 2.44694 -2.35391 5.06077
H 1.36802 -3.64807 5.61052
H 0.25304 -2.13773 3.93892
H 0.86814 -4.88296 2.75892
H -0.50788 -3.85972 2.33976
H -0.40284 -4.58778 3.95349
H 2.27914 -3.00079 2.18737
C -0.61074 5.72367 2.28694
C -0.50059 4.28690 2.77808
C 0.84151 4.02874 3.44987
O -0.70941 3.37740 1.71082
H 0.16291 5.92099 1.54063
H -1.57950 5.88875 1.81544
H -0.49278 6.43602 3.10662
H -1.30546 4.08376 3.48878
H 1.65134 4.18782 2.73291
H 0.89951 2.99719 3.79876
H 0.99808 4.69591 4.30028
H -0.01240 3.52688 1.05010
*
```

These are the Mulliken partial charges, in e, on atoms 1 to 4: atom 1 (C): -1.113, atom 2 (C): -0.170, atom 3 (O): -0.426, atom 4 (C): 0.113

# 2
C24H40N4O6PS4SbTl | ωB97M-V/def2-TZVPD

Output
<S²>: 0.755
highest occupied orbital energy (alpha / beta): -0.467 / -0.462 hartree
electronic energy: -107634.0930 eV
ΔE to the lowest compared entry with this formula, charge and spin: 0.0 kJ/mol

ORCA input file:
```
! RIJCOSX wB97M-V def2-TZVPD def2/J DEFGRID3
* xyz 2 2
Tl 0.92023 0.06071 0.70233
C 2.51186 4.54384 2.35071
N 1.84535 3.62530 3.27330
C 2.10717 3.79432 4.70401
C 1.04677 2.66058 2.80353
O 0.80339 2.47372 1.60945
C 0.42635 1.71428 3.83867
O -0.50721 0.86329 3.20946
C -1.69963 1.53544 2.88967
C -2.39449 0.81589 1.75497
O -1.85525 -0.16730 1.21912
N -3.55990 1.32968 1.36255
C -4.25706 0.80244 0.19259
C -4.16986 2.47109 2.05495
H 2.19317 5.56719 2.55097
H 2.25124 4.27735 1.33242
H 3.59243 4.47697 2.47853
H 2.75208 4.65760 4.83114
H 2.61657 2.92839 5.12958
H 1.19183 3.97980 5.26634
H -0.02942 2.26455 4.66536
H 1.20708 1.07283 4.24946
H -1.50414 2.55858 2.55575
H -2.36000 1.58010 3.76233
H -3.57219 0.19883 -0.39304
H -4.59638 1.63341 -0.42268
H -5.12394 0.20959 0.48847
H -4.35718 2.24661 3.10369
H -5.12246 2.68857 1.58302
H -3.54493 3.36283 1.98476
S 2.98957 -6.76038 1.02826
Sb 2.53086 -5.36511 -0.66031
S 3.63861 -3.01929 2.03091
S 3.54399 -3.13318 0.08176
O -0.35955 -0.45312 -1.59210
S -1.18413 -0.12359 -2.81774
C -0.98849 -1.52153 -3.98014
C 0.40768 -1.75650 -4.47175
C 1.42047 -2.19188 -3.61828
C 2.71662 -2.33227 -4.09222
C 3.01464 -2.05762 -5.42015
C 2.00798 -1.63559 -6.27810
C 0.71439 -1.48026 -5.80165
C -0.25863 1.15307 -3.68664
C -0.03716 2.30456 -2.74403
C -1.11232 3.00429 -2.19916
C -0.89209 4.07200 -1.34383
C 0.40670 4.45216 -1.02660
C 1.48079 3.75642 -1.56193
C 1.25874 2.68187 -2.41451
H -1.67744 -1.32105 -4.80382
H -1.38298 -2.36354 -3.40678
H 1.20313 -2.39693 -2.57583
H 3.50820 -2.64255 -3.42272
H 4.02654 -2.17417 -5.78584
H 2.22930 -1.42149 -7.31565
H -0.06878 -1.14504 -6.47456
H -0.87514 1.42236 -4.55023
H 0.68049 0.72005 -4.02570
H -2.12865 2.72337 -2.46003
H -1.73242 4.61867 -0.93454
H 0.57972 5.29935 -0.37478
H 2.49451 4.05355 -1.32418
H 2.09981 2.14199 -2.83638
N 1.52946 -4.91210 3.11800
C 0.09128 -4.83377 2.72405
P -0.04716 -3.86923 1.18382
O 0.54863 -4.67081 0.04555
O 0.38098 -2.46513 1.41464
C -1.83772 -3.78701 0.79550
N -2.00523 -2.60917 -0.12496
H 1.65259 -5.21677 4.08135
H 2.02970 -4.02751 2.98131
H 2.06678 -5.57310 2.47959
H -0.47105 -4.32894 3.50874
H -0.29901 -5.84131 2.57913
H -2.43617 -3.60624 1.68741
H -2.17458 -4.69152 0.29521
H -2.87670 -2.66350 -0.64719
H -1.23547 -2.53261 -0.79720
H -1.98275 -1.70637 0.40289
*
```

These are the Mulliken partial charges, in e, on atoms 1 to 4: atom 1 (Tl): 1.267, atom 2 (C): -0.928, atom 3 (N): 0.200, atom 4 (C): -0.983

# 3
C24H40N6O2PbSi | ωB97M-V/def2-TZVPD

Output
highest occupied orbital energy: -0.268 hartree
electronic energy: -51698.6288 eV

ORCA input file:
```
! RIJCOSX wB97M-V def2-TZVPD def2/J DEFGRID3
* xyz 0 1
Pb -0.43776 0.05060 0.46635
N -0.73660 -2.55986 1.19240
C 0.02840 -3.26790 2.22228
C 1.01388 -2.37304 3.00241
N 1.68217 -1.36449 2.19531
C 2.80104 -1.77042 1.36555
C 2.35844 -2.43419 0.05433
N 1.42834 -1.60582 -0.72354
H -0.96646 -3.18710 0.43123
H -1.62190 -2.18629 1.53966
H -0.62448 -3.73709 2.96585
H 0.59394 -4.07271 1.75172
H 0.45589 -1.84143 3.77513
H 1.73427 -3.04169 3.49974
H 1.96011 -0.59886 2.79260
H 3.36657 -0.86951 1.11285
H 3.48177 -2.45808 1.89382
H 3.26626 -2.66878 -0.51170
H 1.87637 -3.38094 0.28575
H 1.90005 -1.08337 -1.45158
H 0.72124 -2.17624 -1.16709
N -2.55767 2.18174 1.22253
N -3.52753 1.41786 1.87824
C -3.67063 0.01693 1.65977
O -4.75333 -0.43966 2.00542
O -2.68280 -0.63372 1.15958
H -2.16594 2.86045 1.86141
H -2.94221 2.66076 0.41246
H -4.40308 1.87353 2.07910
C -1.25482 0.08539 -1.79770
Si -0.38098 1.23676 -2.97402
C 0.25227 2.75951 -1.98251
N 1.03486 2.44977 -0.78141
C 1.01709 3.54725 0.18684
C 1.83252 4.76831 -0.24408
C 3.27530 4.36968 -0.62545
C 3.49832 2.87384 -0.40714
C 2.42057 2.04529 -1.10586
C -1.49806 2.00049 -4.30753
C -2.39643 3.02004 -3.98276
C -3.26402 3.55112 -4.92440
C -3.25929 3.06217 -6.22280
C -2.38192 2.04432 -6.56702
C -1.51490 1.52151 -5.61869
C 1.04547 0.43668 -3.93099
C 1.92706 1.20663 -4.69260
C 2.95752 0.62718 -5.41590
C 3.13244 -0.75058 -5.39786
C 2.25384 -1.53844 -4.66955
C 1.22109 -0.94732 -3.95331
H -1.31687 -0.92592 -2.21490
H -2.29519 0.41597 -1.70743
H -0.66112 3.26206 -1.64392
H 0.78124 3.48430 -2.62243
H 1.39319 3.16439 1.14034
H -0.02062 3.84538 0.34962
H 1.83377 5.48855 0.57602
H 1.33727 5.24066 -1.09387
H 3.99333 4.93534 -0.03029
H 3.46734 4.60889 -1.67393
H 3.51016 2.65736 0.66423
H 4.46910 2.57797 -0.80915
H 2.56214 0.99729 -0.83141
H 2.57746 2.12234 -2.18554
H -2.42878 3.40546 -2.96875
H -3.95198 4.34151 -4.65070
H -3.93820 3.46936 -6.96104
H -2.38045 1.65647 -7.57817
H -0.83970 0.72179 -5.90326
H 1.79685 2.28372 -4.73764
H 3.62535 1.24559 -6.00278
H 3.93482 -1.20703 -5.96299
H 2.37066 -2.61539 -4.67007
H 0.52110 -1.58217 -3.42095
*
```

These are the Mulliken partial charges, in e, on atoms 1 to 4: atom 1 (Pb): 1.239, atom 2 (N): -0.353, atom 3 (C): -0.840, atom 4 (C): -0.812